[1]
{"formula": "C3H4N4", "method": "ωB97M-V with the def2-TZVPD basis set", "elements": ["N", "C", "C", "N", "C", "N", "N", "H", "H", "H", "H"], "coordinates": [[-1.5694, -1.0859, -0.6729], [-0.5423, -0.2125, -0.3533], [0.8224, -0.5442, -0.4848], [1.7198, 0.1503, 0.1814], [1.2497, 1.2310, 0.8218], [0.0366, 1.7392, 0.6797], [-0.8860, 0.9878, 0.0981], [-1.4415, -1.9955, -0.2432], [-2.4483, -0.6718, -0.3745], [1.1589, -1.3514, -1.1360], [1.9089, 1.7531, 1.5076]], "atomic_forces_ev_per_a": [[-0.068, 0.067, 0.066], [0.154, 0.172, 0.214], [-0.038, 0.041, 0.099], [-0.259, 0.073, -0.099], [0.002, 0.039, 0.023], [0.097, -0.148, 0.115], [0.165, -0.232, 0.047], [-0.036, 0.075, -0.276], [0.035, -0.163, -0.162], [-0.100, 0.027, 0.265], [0.048, 0.049, -0.291]], "de_lowest_kcal_mol": 41.8, "lumo_ev": 0.14, "total_charge": 0, "molar_mass_da": 96.09, "smiles": "Nc1cncnn1"}


[2]
{"formula": "C3H8N3S", "method": "ωB97M-V with the def2-TZVPD basis set", "elements": ["C", "C", "C", "N", "N", "N", "S", "H", "H", "H", "H", "H", "H", "H", "H"], "coordinates": [[1.5614, 1.1472, -0.2310], [1.1375, 0.2116, 1.9984], [-1.6418, 0.5343, -1.6653], [1.4091, 0.7355, 1.0026], [0.5078, 1.1280, -1.0371], [-0.6452, 0.7720, -0.7521], [0.1008, -2.5133, 2.1072], [2.3233, 1.9336, -0.4394], [1.0717, -0.5326, 2.7763], [-1.1525, -0.0459, -2.4141], [-2.4852, 0.1676, -1.2322], [-1.9607, 1.4832, -2.1584], [0.6368, 1.5092, -2.0505], [-1.2702, -2.7350, 2.1383], [0.4071, -3.7954, 1.9573]], "atomic_forces_ev_per_a": [[2.480, 2.471, -0.534], [0.510, 0.725, -0.715], [1.315, 2.758, -3.244], [-0.678, -1.440, 1.874], [-2.361, 0.905, -3.855], [1.531, -0.465, 4.239], [-1.512, -0.395, -0.108], [-0.558, -1.110, 0.120], [0.018, 0.349, 0.178], [-0.568, -1.049, -1.038], [-2.051, -1.554, 1.207], [0.180, -0.307, 0.076], [0.448, -0.717, 1.769], [1.180, 0.153, 0.028], [0.067, -0.324, 0.005]], "de_lowest_kcal_mol": 112.7, "lumo_ev": [-4.79, -4.79], "total_charge": 1, "molar_mass_da": 118.18}


[3]
{"formula": "C33H37F6I2N2O9PS", "method": "ωB97M-V with the def2-TZVPD basis set", "elements": ["C", "C", "N", "C", "C", "C", "C", "C", "C", "O", "C", "I", "C", "C", "I", "C", "O", "C", "N", "P", "O", "S", "O", "O", "O", "C", "C", "C", "C", "C", "C", "C", "C", "C", "C", "O", "C", "F", "F", "C", "F", "F", "C", "F", "F", "C", "O", "O", "H", "H", "H", "H", "H", "H", "H", "H", "H", "H", "H", "H", "H", "H", "H", "H", "H", "H", "H", "H", "H", "H", "H", "H", "H", "H", "H", "H", "H", "H", "H", "C", "C", "C", "C", "C", "C", "H", "H", "H", "H", "H", "H"], "coordinates": [[2.3837, 2.6824, 3.8562], [0.8525, 2.3373, 3.7250], [0.1992, 2.5192, 2.4519], [0.2082, 1.7080, 1.2272], [1.2202, 2.5627, 0.3532], [1.7107, 2.1987, -1.0858], [3.2748, 1.9919, -1.1111], [1.5898, 3.4317, -2.0399], [-1.3626, 1.8603, 0.8073], [-1.9232, 0.8133, 1.6661], [-2.1432, 3.0831, 1.3896], [-3.4486, 2.8163, 3.1149], [-2.2101, 4.3510, 0.9676], [-3.0216, 5.4701, 1.6146], [-1.2105, 5.0358, -0.7530], [-1.8919, 1.2056, -0.5291], [-3.3048, 0.8914, -0.2717], [-4.1218, 1.8000, -0.7240], [-4.8725, 2.6651, -0.9606], [-1.8797, 1.8917, -2.2643], [-0.6750, 1.7745, -3.1208], [-1.1523, -0.5208, -0.5650], [-2.1860, -1.4330, -0.1808], [-0.7845, -0.8536, -1.9076], [0.0909, -0.7228, 0.3817], [0.6412, 0.2136, 1.3390], [0.5095, -0.5070, 2.7273], [0.6131, -2.0241, 2.6922], [-0.3851, -2.8881, 2.2836], [-0.2115, -4.2568, 2.3006], [0.9720, -4.8143, 2.7595], [1.1042, -6.3285, 2.7605], [1.9752, -3.9723, 3.2074], [1.7804, -2.6097, 3.1612], [2.1890, -0.0515, 1.1076], [3.0339, 0.4601, 1.7907], [2.6988, -1.1013, 0.0421], [2.2886, -0.8075, -1.2117], [2.1937, -2.3496, 0.2448], [4.2269, -1.3686, 0.0887], [4.9759, -0.3108, -0.2422], [4.6164, -1.7315, 1.3364], [4.6934, -2.5829, -0.7862], [4.4918, -3.7513, -0.1854], [6.0556, -2.4676, -0.8694], [4.1499, -2.6877, -2.2267], [3.4002, -3.5941, -2.4923], [4.4500, -1.7653, -3.1714], [2.5483, 3.2697, 4.7736], [2.7505, 3.3084, 3.0356], [2.9892, 1.7799, 4.0042], [0.4075, 3.1112, 4.3793], [0.6810, 1.4401, 4.3250], [0.2569, 3.5087, 2.2681], [2.1245, 2.5964, 0.9819], [0.9534, 3.6253, 0.3122], [1.2150, 1.3079, -1.4851], [3.7006, 1.8138, -0.1189], [3.5603, 1.2164, -1.8321], [3.7883, 2.8944, -1.4712], [2.2793, 3.2821, -2.8804], [1.9084, 4.3467, -1.5174], [0.6011, 3.5859, -2.4714], [-1.6138, 0.9594, 2.5703], [-4.0930, 5.2417, 1.5469], [-2.7144, 5.6283, 2.6553], [-2.8783, 6.4252, 1.0993], [-2.4293, 3.1713, -2.4790], [-2.8028, 1.0520, -2.9604], [-0.3999, -0.2959, 3.3030], [1.3197, -0.1917, 3.3946], [-1.3468, -2.5062, 1.9405], [-1.0126, -4.9022, 1.9470], [2.1524, -6.6083, 2.9343], [0.4698, -6.8302, 3.4968], [0.8815, -6.6740, 1.7410], [2.9105, -4.3666, 3.5983], [2.6048, -1.9774, 3.5034], [3.6636, -1.7271, -3.7354], [-3.7033, -2.3788, -5.3257], [-3.9928, -1.7559, -4.1195], [-5.3127, -1.5266, -3.7548], [-6.3440, -1.9166, -4.5987], [-6.0542, -2.5317, -5.8090], [-4.7342, -2.7643, -6.1720], [-2.6739, -2.5630, -5.6061], [-3.1873, -1.4501, -3.4613], [-5.5381, -1.0437, -2.8115], [-7.3736, -1.7402, -4.3134], [-6.8580, -2.8312, -6.4701], [-4.5086, -3.2462, -7.1151]], "atomic_forces_ev_per_a": [[-0.201, -0.303, 0.432], [1.283, 1.327, 1.845], [-0.494, -1.491, 1.333], [0.529, 3.292, -1.563], [0.980, -0.383, -0.526], [1.162, 0.992, -0.180], [-0.128, -0.027, 0.139], [-0.409, -0.424, -0.286], [-1.033, -2.184, 2.307], [0.493, -0.575, -0.403], [-0.017, 1.312, -0.719], [0.590, -0.315, -0.521], [-0.251, 0.218, 0.087], [0.194, 0.225, -0.437], [-0.013, 0.084, 0.296], [0.069, 0.574, 1.297], [0.047, 0.394, -0.762], [-1.187, 1.427, 0.546], [1.184, -1.533, 0.064], [0.560, -0.651, -3.988], [0.640, 0.410, 0.998], [-2.104, -3.544, -2.134], [-0.087, 0.786, 1.606], [1.397, 1.560, -0.048], [-0.832, 1.886, -0.491], [1.309, -1.496, 0.964], [-0.512, -0.400, 0.994], [0.656, -0.064, 0.118], [-1.100, 0.323, -0.345], [-0.050, 0.081, -0.017], [-0.169, -0.984, 0.204], [0.799, 0.376, -0.539], [-0.013, -0.287, 0.024], [0.792, 0.709, 0.294], [0.614, 0.585, -0.005], [-0.677, -0.174, -0.295], [-0.661, -1.146, -0.210], [0.539, 0.585, 0.032], [-0.123, 0.230, 0.568], [0.900, -0.273, 0.459], [-0.375, 0.175, -0.352], [-0.589, 0.144, 0.104], [1.402, 0.059, -1.057], [-0.606, 0.155, 0.267], [-0.131, 0.360, -0.063], [-1.817, -1.090, -1.293], [0.481, 0.487, 0.553], [0.403, 0.520, 1.537], [-0.238, -0.110, -0.225], [0.003, -0.370, 0.003], [0.027, 0.277, -0.552], [-0.278, -0.256, -0.445], [-0.364, -0.117, -0.792], [-0.138, -0.188, -0.619], [-0.304, -0.193, -0.096], [-0.639, -0.447, 0.300], [-0.025, 0.316, -0.142], [-0.045, -0.363, -0.307], [-0.039, 0.025, 0.375], [-0.310, -0.077, 0.197], [-0.276, 0.057, 0.107], [0.006, -0.273, -0.024], [0.158, -0.100, 0.134], [0.073, 0.288, -0.087], [0.246, -0.051, 0.229], [-0.228, -0.224, -0.159], [0.093, -0.293, -0.013], [-0.315, -0.293, 1.109], [-0.418, 0.073, 1.224], [-0.011, 0.299, -0.553], [-0.124, 0.197, -0.485], [0.241, 0.068, -0.023], [0.110, 0.103, 0.076], [-0.295, -0.002, 0.160], [0.008, 0.149, -0.189], [-0.200, -0.167, 0.385], [-0.157, -0.010, -0.115], [-0.242, -0.038, -0.078], [0.181, -0.233, -0.293], [-0.014, 0.006, -0.030], [0.055, 0.061, 0.071], [-0.001, 0.013, -0.015], [-0.001, 0.012, -0.004], [-0.004, -0.010, -0.003], [0.002, 0.006, 0.012], [-0.006, 0.015, 0.012], [0.009, -0.070, 0.002], [0.002, -0.017, -0.003], [0.011, 0.004, -0.007], [0.009, -0.002, 0.012], [-0.006, 0.002, 0.012]], "lumo_ev": -0.72, "total_charge": 0, "molar_mass_da": 1036.50, "smiles": "CCN[C@]1(CC(C)C)[C@@](O)(/C(I)=C(/C)I)[C@@](OC#N)([PH2]=O)S(=O)(=O)O[C@@]1(Cc1ccc(C)cc1)C(=O)C(F)(F)C(F)(F)C(F)(F)C(=O)O.c1ccccc1"}


[4]
{"formula": "C4H9N4", "method": "ωB97M-V with the def2-TZVPD basis set", "elements": ["C", "C", "C", "C", "N", "N", "N", "N", "H", "H", "H", "H", "H", "H", "H", "H", "H"], "coordinates": [[2.2554, 0.7416, -1.1949], [-0.9949, -0.8213, 0.2213], [-1.3301, -0.8572, 1.6470], [0.5505, 1.6690, 1.2940], [-1.3346, -1.2794, -2.1827], [1.5252, 0.3819, -0.2275], [-1.1803, -1.1864, -0.8839], [0.4575, 0.7950, 0.4146], [3.2244, 0.3372, -1.5431], [2.2049, 1.7918, -1.5793], [-1.7713, 0.1248, 1.5863], [-2.1269, -1.5872, 1.8414], [-0.5554, -0.9141, 2.4602], [-0.3861, 1.8690, 1.8389], [1.5477, 2.0696, 1.5809], [-0.5683, -0.9360, -2.6399], [-1.5177, -2.1984, -2.6335]], "atomic_forces_ev_per_a": [[0.016, 3.261, 0.540], [-0.047, -2.470, -2.300], [-0.061, 0.400, 0.329], [0.106, 1.313, 2.213], [-1.729, -1.289, -0.558], [2.145, -3.080, -0.678], [0.303, 0.245, 2.900], [-0.176, -0.020, -2.498], [-0.973, -1.055, 0.688], [-0.743, -0.584, -0.156], [-0.638, 0.626, 1.417], [0.268, 0.123, -0.327], [-0.416, 0.082, -1.446], [0.824, 0.279, -0.057], [-0.949, 0.086, -0.148], [2.379, 1.646, -1.412], [-0.307, 0.437, 1.492]], "de_lowest_kcal_mol": 133.9, "lumo_ev": -3.53, "total_charge": 1, "molar_mass_da": 113.14}


[5]
{"formula": "C23H55Br2GaN3O2Si", "method": "ωB97M-V with the def2-TZVPD basis set", "elements": ["C", "C", "C", "C", "C", "C", "C", "Ga", "C", "N", "C", "C", "Br", "C", "C", "Br", "Si", "C", "C", "C", "H", "H", "H", "H", "H", "H", "H", "H", "H", "H", "H", "H", "H", "H", "H", "H", "H", "H", "H", "H", "H", "H", "H", "H", "H", "H", "H", "H", "H", "H", "H", "H", "H", "C", "C", "C", "O", "C", "N", "H", "H", "H", "H", "H", "H", "H", "H", "H", "H", "H", "C", "C", "C", "O", "C", "N", "H", "H", "H", "H", "H", "H", "H", "H", "H", "H", "H"], "coordinates": [[1.6438, -3.5553, 4.1831], [2.4472, -2.2833, 3.8702], [2.4647, -1.9196, 2.3851], [3.3352, -0.6887, 2.0775], [2.6983, 0.3675, 1.1647], [2.8417, 0.1008, -0.3400], [1.8707, -0.9552, -0.8910], [0.0060, -0.3871, -1.4813], [-0.5155, -1.6461, -3.0201], [-0.9796, -2.9707, -2.5444], [0.0814, -3.9564, -2.5114], [0.0095, 1.5065, -2.3335], [-0.3975, 1.5290, -4.2331], [0.2328, 2.7522, -1.8380], [0.2371, 4.1077, -2.5130], [0.5551, 2.9002, 0.0508], [-1.6782, -0.7757, 0.2273], [-1.4717, -2.5794, 0.8094], [-3.4585, -0.5705, -0.4063], [-1.5802, 0.2223, 1.8420], [1.5974, -4.2144, 3.3059], [0.6100, -3.3125, 4.4503], [2.0874, -4.1319, 4.9983], [2.0139, -1.4325, 4.4154], [3.4786, -2.3989, 4.2236], [2.8045, -2.7965, 1.8170], [1.4339, -1.7308, 2.0536], [3.5610, -0.2051, 3.0392], [4.2908, -1.0056, 1.6436], [3.1248, 1.3516, 1.3904], [1.6317, 0.4314, 1.4176], [3.8852, -0.2064, -0.5314], [2.7127, 1.0548, -0.8761], [1.7330, -1.7607, -0.1585], [2.3222, -1.4306, -1.7762], [0.3403, -1.7599, -3.7091], [-1.3143, -1.1851, -3.5992], [-1.7227, -3.3006, -3.1457], [-0.2533, -4.8760, -2.0163], [0.9142, -3.5443, -1.9306], [0.4768, -4.2212, -3.5080], [0.8973, 4.8052, -1.9913], [0.5778, 4.0071, -3.5468], [-0.7695, 4.5401, -2.5125], [-2.1631, -3.2417, 0.2774], [-1.6268, -2.6907, 1.8892], [-0.4587, -2.9337, 0.5739], [-3.5328, 0.3550, -0.9918], [-4.1845, -0.5092, 0.4132], [-3.7225, -1.4167, -1.0508], [-0.5565, 0.2749, 2.2221], [-1.9608, 1.2416, 1.7026], [-2.2039, -0.2608, 2.6095], [-4.1061, -1.3202, -6.6342], [-3.5979, -0.3264, -5.5942], [-4.1130, -0.5763, -4.1739], [-5.4715, -0.2226, -3.9697], [-6.4140, -1.1965, -4.3501], [-3.8826, 1.0362, -6.0523], [-5.1322, -1.0980, -6.9320], [-3.4897, -1.2653, -7.5313], [-4.0710, -2.3440, -6.2560], [-2.5104, -0.4283, -5.5409], [-3.5417, 0.0487, -3.4860], [-3.9547, -1.6224, -3.8776], [-6.0419, -2.2070, -4.1475], [-6.6836, -1.1300, -5.4089], [-7.3122, -1.0304, -3.7547], [-3.4182, 1.6896, -5.4273], [-4.8759, 1.1998, -5.9142], [3.4539, 4.8398, 5.4311], [4.1813, 3.4997, 5.4204], [3.8422, 2.6103, 4.2201], [2.5775, 1.9950, 4.2819], [1.4883, 2.7841, 3.8384], [3.9632, 2.8245, 6.7030], [2.4205, 4.7256, 5.7595], [3.9421, 5.5237, 6.1252], [3.4480, 5.2970, 4.4403], [5.2542, 3.7066, 5.3451], [4.5629, 1.7880, 4.1930], [3.9443, 3.1700, 3.2800], [1.7878, 3.4462, 3.0195], [1.0628, 3.3845, 4.6482], [0.7228, 2.1049, 3.4707], [4.5503, 1.9982, 6.7535], [3.0116, 2.4688, 6.7067]], "atomic_forces_ev_per_a": [[-0.091, 0.008, -0.234], [-0.095, 0.054, 0.040], [-0.162, -0.162, -0.130], [0.004, 0.128, 0.191], [-0.108, -0.124, -0.121], [0.068, 0.023, -0.008], [0.121, 0.095, -0.121], [-0.089, -0.284, -0.042], [0.232, 0.097, 0.202], [-0.141, 0.027, -0.058], [0.042, 0.069, 0.204], [0.378, 1.543, 0.848], [-0.025, 0.054, -0.160], [-0.261, -1.019, -0.826], [0.074, -0.284, 0.049], [-0.085, -0.097, 0.068], [0.195, -0.009, -0.042], [0.120, -0.155, -0.060], [0.039, 0.099, 0.060], [-0.311, 0.089, 0.091], [0.055, 0.102, 0.152], [0.126, -0.081, -0.037], [-0.092, 0.085, 0.034], [0.209, -0.130, 0.019], [-0.045, 0.045, -0.043], [-0.051, 0.147, 0.013], [0.113, -0.050, 0.083], [0.013, -0.054, -0.153], [0.002, 0.028, 0.091], [0.047, -0.070, 0.046], [0.071, 0.098, -0.057], [-0.102, 0.091, 0.101], [-0.007, -0.228, 0.072], [0.102, 0.015, -0.093], [-0.104, 0.080, 0.099], [-0.113, -0.016, -0.121], [-0.127, 0.016, -0.046], [0.019, -0.121, -0.061], [0.013, 0.101, -0.061], [-0.064, -0.099, -0.025], [0.027, 0.058, 0.025], [-0.064, -0.155, -0.029], [-0.126, 0.036, 0.113], [0.067, -0.049, -0.045], [0.077, 0.066, 0.050], [-0.036, 0.003, -0.063], [-0.158, 0.020, 0.087], [-0.082, -0.162, 0.056], [0.012, -0.068, -0.073], [-0.006, 0.140, 0.013], [-0.016, 0.046, -0.006], [0.176, -0.064, 0.027], [0.102, 0.070, -0.090], [0.013, -0.020, -0.005], [-0.026, 0.009, -0.042], [0.102, -0.046, 0.015], [-0.074, 0.028, -0.083], [-0.013, 0.002, 0.076], [0.001, 0.001, 0.096], [-0.009, -0.001, 0.028], [-0.010, 0.027, -0.011], [0.000, -0.003, 0.002], [0.014, -0.016, 0.064], [0.014, 0.010, 0.016], [0.027, 0.001, -0.016], [-0.012, -0.016, -0.004], [0.023, -0.021, 0.001], [-0.008, -0.003, -0.003], [0.080, 0.016, -0.067], [-0.027, 0.040, -0.030], [0.002, 0.017, 0.006], [0.013, 0.033, 0.056], [0.078, -0.043, -0.083], [-0.112, 0.031, 0.108], [0.006, -0.057, -0.044], [0.017, -0.023, -0.049], [-0.015, -0.022, -0.024], [-0.014, -0.014, 0.025], [0.001, -0.002, -0.005], [0.018, 0.001, -0.034], [-0.005, -0.017, -0.014], [0.009, 0.032, 0.023], [-0.003, 0.006, -0.005], [0.027, 0.029, -0.030], [-0.050, -0.047, -0.033], [0.028, 0.008, 0.012], [-0.033, 0.011, 0.023]], "lumo_ev": 2.56, "total_charge": -1, "molar_mass_da": 663.33}


[6]
{"formula": "C6H14O", "method": "ωB97M-V with the def2-TZVPD basis set", "elements": ["C", "O", "C", "C", "C", "C", "C", "H", "H", "H", "H", "H", "H", "H", "H", "H", "H", "H", "H", "H", "H"], "coordinates": [[1.9530, -0.7161, 0.3435], [3.1800, -0.9138, 0.2545], [0.9549, -0.8640, -0.6527], [-0.3317, -0.1122, -0.4741], [-0.4844, 1.1921, -1.3740], [-1.6334, -0.8884, -0.6621], [-2.6049, -0.8323, 0.5349], [1.2491, -1.4565, -1.5306], [1.5293, -0.1384, 1.2020], [5.6308, 1.8580, 2.4990], [-0.2809, 1.0790, 1.3142], [4.9204, 1.8172, 2.2967], [-0.3564, 0.2485, 0.6642], [-0.0109, 1.0472, -2.3406], [-1.5622, 1.4186, -1.4156], [-0.0576, 2.0464, -0.8248], [-2.1371, -0.6718, -1.6122], [-1.3231, -1.9519, -0.6147], [-2.2565, -1.2394, 1.4850], [-2.7685, 0.2446, 0.6742], [-3.6099, -1.1666, 0.2334]], "atomic_forces_ev_per_a": [[-1.162, 1.360, -1.876], [0.463, -0.741, 0.549], [0.789, 0.038, 1.557], [-0.195, 0.149, -2.024], [-0.169, -0.243, 2.086], [0.419, -2.644, 1.237], [-0.772, 2.061, -1.085], [-0.562, 0.350, 0.029], [0.348, -0.269, 0.444], [0.080, 0.034, 0.040], [-0.034, 0.353, 0.659], [-0.084, -0.049, -0.050], [0.191, 0.145, -0.506], [-0.135, 0.070, -0.067], [0.245, 0.060, -0.525], [0.327, -0.182, -0.433], [0.011, -0.058, 0.246], [-0.113, 0.274, -0.856], [0.085, -0.229, -0.342], [-0.086, 0.042, 0.564], [0.356, -0.522, 0.354]], "de_lowest_kcal_mol": 68.5, "spin_multiplicity": 2, "lumo_ev": [3.79, 3.41], "total_charge": -1, "molar_mass_da": 102.18}